Entry from the Open Molecules 2025 dataset: C36H42IrN7O3 as an isolated structure (ωB97M-V with the def2-TZVPD basis set).

Calculated values
- spin multiplicity = 2
- charge = +3
- max |F| (eV/Å) = 0.580
- E_HOMO (alpha / beta) (eV) = -16.090 / -16.045
- lowest unoccupied orbital energy (alpha / beta) (hartree) = -0.34867 / -0.38626
- frontier orbital gap (alpha / beta) (hartree) = 0.2426 / 0.2034

The geometry in XYZ format:
```
89
Properties=species:S:1:pos:R:3:forces:R:3:mulliken_spin:R:1
Ir 0.450694 0.947023 0.578400 -0.5 -0.1 -0.2 0.15
C 0.535202 -2.675913 1.134438 -0.1 0.0 0.0 0.02
C 1.765401 -2.235751 1.874041 0.0 0.0 0.0 0.12
C 2.794978 -3.134490 2.059963 0.0 0.0 0.0 -0.04
C 3.847507 -2.851095 2.928275 0.0 0.0 0.0 0.13
C 3.876358 -1.657598 3.636000 -0.1 0.1 0.0 -0.04
C 2.871564 -0.716966 3.491391 0.0 0.0 0.1 0.08
C 2.970608 0.582765 4.235370 0.1 0.0 0.1 0.00
C 1.810169 -0.997529 2.579396 0.1 0.0 0.2 0.13
N 0.838282 -0.050349 2.340648 -0.2 0.1 -0.4 0.32
C 0.157705 0.533132 3.455962 0.1 0.0 0.2 -0.07
O 0.114111 0.018172 4.535471 -0.1 0.1 -0.1 0.09
C -0.540989 1.828552 3.128618 0.0 -0.2 0.1 0.00
C -1.191614 2.655725 4.020898 0.0 0.0 0.0 0.00
C -1.782693 3.819496 3.523246 0.1 -0.1 -0.1 0.00
C -1.699250 4.129298 2.166882 0.0 0.0 0.0 0.00
C -1.023369 3.257903 1.332627 0.1 0.0 -0.1 0.01
N -0.487299 2.146853 1.838991 -0.1 0.1 -0.1 0.00
C -0.736008 3.466828 -0.152832 0.1 0.1 0.0 -0.01
O -1.197192 4.397942 -0.761802 0.0 -0.1 0.1 0.03
N 0.154654 2.525193 -0.624401 0.0 -0.2 0.2 0.05
C 0.675364 2.561244 -1.945511 0.2 0.2 -0.2 -0.01
C -0.140159 2.320788 -3.059485 0.0 -0.1 0.1 0.01
C -1.627306 2.164777 -2.930386 0.0 0.0 0.0 0.00
C 0.466153 2.255016 -4.313747 0.1 0.0 -0.1 0.00
C 1.831131 2.443804 -4.464402 0.0 0.0 0.0 0.00
C 2.622699 2.721700 -3.351554 -0.1 -0.1 -0.1 0.00
C 2.059565 2.791967 -2.083712 -0.2 0.1 0.1 0.00
C 2.904119 3.222286 -0.913245 0.0 0.0 0.1 0.00
H -0.179188 -3.089758 1.852636 0.0 0.0 0.0 0.00
H 0.772198 -3.472994 0.429663 0.0 0.0 0.0 0.00
H 0.005784 -1.877666 0.616718 0.0 0.0 0.0 0.00
H 2.753001 -4.102500 1.576072 0.0 0.0 0.0 0.00
H 4.638180 -3.576676 3.066520 0.0 0.0 0.0 0.00
H 4.700124 -1.452761 4.307223 0.0 0.0 0.0 0.00
H 4.011685 0.813337 4.449939 0.0 0.0 0.0 0.00
H 2.443867 0.512378 5.188567 0.0 0.0 0.0 0.01
H 2.548573 1.421850 3.680113 0.0 0.0 0.0 0.00
H -1.221610 2.389968 5.068999 0.0 0.0 0.0 0.00
H -2.296088 4.490638 4.198676 0.0 0.0 0.0 0.00
H -2.127938 5.028406 1.744052 0.0 0.0 0.0 0.00
H -1.892090 1.635651 -2.013702 0.0 0.0 0.0 0.00
H -2.034984 1.631971 -3.788232 0.0 0.0 0.0 0.00
H -2.105720 3.144147 -2.885925 0.0 0.0 0.0 0.00
H -0.152069 2.085932 -5.186644 0.0 0.0 0.0 0.00
H 2.271821 2.435153 -5.453365 0.0 0.0 0.0 0.00
H 3.675565 2.946699 -3.481512 0.0 0.1 0.0 0.00
H 3.966610 3.141642 -1.141547 0.0 0.0 0.0 0.00
H 2.717038 2.650212 0.003346 0.0 0.0 -0.1 -0.01
H 2.703397 4.266485 -0.665857 0.0 0.0 0.0 0.00
N 3.843329 -0.494387 -3.343895 0.0 -0.1 -0.1 0.00
C 3.484500 -1.208315 -2.054865 0.0 0.1 -0.1 0.00
C 2.908518 -0.230421 -1.031262 0.0 0.1 0.0 -0.01
N 1.435240 -0.192417 -0.980260 -0.1 -0.1 0.2 -0.01
H 4.299079 -1.129653 -4.006707 0.0 0.0 0.0 0.00
H 4.492216 0.279554 -3.171396 0.0 0.0 0.0 0.00
H 3.024242 -0.092459 -3.812947 0.0 0.1 0.0 0.00
H 4.401357 -1.670641 -1.695276 0.0 0.0 0.0 0.00
H 2.784795 -1.998962 -2.324670 0.0 0.0 0.0 0.00
H 3.244903 0.781309 -1.269843 0.0 -0.1 0.1 0.00
H 3.286523 -0.470468 -0.037255 -0.1 -0.1 0.0 0.01
H 1.045003 -1.133840 -0.931995 0.0 0.0 0.0 0.00
H 1.056326 0.249767 -1.821351 0.0 0.0 -0.1 0.00
C -5.200292 -2.330755 0.080067 0.0 0.0 0.0 0.00
N -4.145977 -1.392442 0.460288 0.0 0.1 0.1 0.01
N -2.946583 -1.321648 -0.196585 0.0 0.1 0.1 0.00
C -2.256906 -0.260797 0.296942 0.0 -0.1 0.0 -0.01
O -1.085216 -0.013442 -0.242982 0.4 0.1 0.1 0.02
C -3.030134 0.334187 1.288180 0.0 0.0 0.0 0.01
C -4.206923 -0.404753 1.358266 -0.1 0.0 -0.1 0.00
C -5.406542 -0.186454 2.207834 0.0 0.0 0.0 0.00
C -2.500109 -2.320271 -1.121395 0.1 0.0 0.0 0.00
C -2.413857 -3.641222 -0.703027 0.1 0.0 0.0 0.00
C -1.995207 -4.607013 -1.605645 0.0 0.0 0.0 0.00
C -1.650840 -4.244953 -2.901741 0.0 0.0 0.0 0.00
C -1.729013 -2.916351 -3.301256 0.0 0.0 0.0 0.00
C -2.162358 -1.942289 -2.412394 -0.1 0.0 0.0 0.00
H -5.074537 -2.602727 -0.963917 0.0 0.0 0.0 0.00
H -6.154615 -1.825419 0.200456 0.0 0.0 0.0 0.00
H -5.169564 -3.221779 0.704326 0.0 0.0 0.0 0.00
H -2.805950 1.207232 1.872891 0.0 0.0 0.0 0.00
H -5.184484 0.546873 2.978331 0.0 0.0 0.0 0.00
H -5.725070 -1.110426 2.689390 0.0 0.0 0.0 0.00
H -6.238342 0.190377 1.609730 0.0 0.0 0.0 0.00
H -2.675277 -3.915269 0.311366 0.0 0.0 0.0 0.00
H -1.948592 -5.642766 -1.298083 0.0 0.0 0.0 0.00
H -1.345557 -5.005040 -3.608180 0.0 0.0 0.0 0.00
H -1.499152 -2.642919 -4.322829 0.0 0.0 0.0 0.00
H -2.273476 -0.911891 -2.723588 0.0 0.0 0.0 0.00
```
Forces are in eV/Å.

***

Entry from the Open Molecules 2025 dataset: a 2-piece molecular cluster, C2H4F2O overall in a non-equilibrium geometry (ωB97M-V with the def2-TZVPD basis set).

Calculated values
- spin multiplicity = 1
- max |F| (eV/Å) = 4.964
- E_HOMO (eV) = -9.342
- lowest unoccupied orbital energy (hartree) = 0.03298
- frontier orbital gap (hartree) = 0.3763

The geometry in XYZ format:
```
9
Properties=species:S:1:pos:R:3:forces:R:3:mulliken_charge:R:1
C 1.429759 -0.204674 0.894888 -1.6 0.6 -0.2 -0.31
C -2.311156 0.092344 -0.541642 -3.7 -1.9 2.7 -0.08
O -1.729611 -0.462653 -1.499229 1.6 1.0 -1.5 -0.12
F 1.125922 -0.211999 -0.478020 0.6 0.3 -0.1 -0.27
F -1.876330 1.239039 -0.108796 1.6 1.0 -1.0 -0.10
H 1.951091 0.709279 1.200735 -0.1 -0.1 -0.4 0.21
H 0.408404 -0.224942 1.341882 1.1 -0.3 0.3 0.16
H 2.050154 -1.056112 1.091423 0.1 -0.5 0.3 0.21
H -1.048232 0.119715 -1.901237 0.5 -0.1 -0.1 0.29
```
Forces are in eV/Å.

***

Entry from the Open Molecules 2025 dataset: a 2-piece molecular cluster, C8H12NO2 overall in a non-equilibrium geometry (ωB97M-V with the def2-TZVPD basis set).

Calculated values
- spin multiplicity = 1
- charge = +1
- max |F| (eV/Å) = 4.575
- E_HOMO (alpha / beta) (eV) = -11.007 / -10.475
- lowest unoccupied orbital energy (alpha / beta) (hartree) = -0.11797 / -0.15653
- frontier orbital gap (alpha / beta) (hartree) = 0.2865 / 0.2284

The geometry in XYZ format:
```
23
Properties=species:S:1:pos:R:3:forces:R:3:mulliken_charge:R:1
C -0.259464 1.932296 2.568968 -1.3 -0.3 0.2 -0.90
C -1.410943 1.446799 2.027100 -0.3 -1.1 -2.1 -0.23
C 0.792381 1.334992 1.869684 -0.1 -0.7 0.4 0.48
C 0.222816 0.510898 0.926593 1.8 0.0 -1.9 0.55
C 2.261267 1.288343 1.785526 -0.3 -0.3 -1.7 -0.61
C 2.623480 0.175468 0.679777 -0.8 2.0 1.1 -0.50
C 1.279969 -0.045570 0.084795 -2.0 1.0 0.6 -0.72
C -2.246874 1.223951 -2.098708 1.5 1.6 -1.0 -0.50
N 0.943887 -0.864380 -1.101963 2.7 0.7 1.4 0.06
O -1.122535 0.618529 0.914468 0.8 -0.3 1.1 -0.30
O -1.979020 0.128136 -1.416224 -1.6 -3.8 1.9 -0.49
H -0.334917 2.551345 3.420010 0.6 0.7 0.7 0.47
H -2.497511 1.454900 2.074029 0.4 0.7 0.8 0.46
H 2.576433 2.243210 1.389473 0.6 0.3 0.3 0.29
H 2.723320 1.022695 2.678754 1.0 0.0 1.6 0.38
H 3.416292 0.693508 0.139921 -0.1 -0.7 -0.8 0.32
H 2.996432 -0.696354 1.173691 0.5 -0.7 0.2 0.32
H -3.199497 1.622973 -1.961894 -1.3 0.9 -0.1 0.33
H -1.339439 1.838290 -2.287435 -1.0 -0.4 0.0 0.28
H 1.074748 -1.819128 -0.818423 0.1 -1.0 -0.5 0.41
H 1.479713 -0.611130 -1.951105 -0.4 -0.3 0.4 0.41
H -0.001957 -0.659995 -1.157073 -3.1 0.2 -1.3 0.17
H -2.829263 -0.323299 -1.012864 2.5 1.5 -1.3 0.33
```
Forces are in eV/Å.

***

Entry from the Open Molecules 2025 dataset: C26H16Cl6MnN2O4S2 as an isolated structure in a non-equilibrium geometry (ωB97M-V with the def2-TZVPD basis set).

Calculated values
- spin multiplicity = 5
- charge = -1
- max |F| (eV/Å) = 2.631
- E_HOMO (alpha / beta) (eV) = -5.214 / -5.299
- lowest unoccupied orbital energy (alpha / beta) (hartree) = 0.04203 / 0.07629
- frontier orbital gap (alpha / beta) (hartree) = 0.2337 / 0.2710

The geometry in XYZ format:
```
57
Properties=species:S:1:pos:R:3:forces:R:3:mulliken_spin:R:1
Mn 13.350298 11.926734 10.820709 -0.7 0.2 0.4 4.14
Cl 18.958910 10.396584 15.030877 0.4 -0.3 0.1 0.00
C 17.768433 11.079625 14.019898 -1.2 1.2 -0.4 -0.01
C 16.655330 11.757494 14.628438 1.4 -0.8 -0.3 0.00
Cl 16.579820 11.981695 16.324240 0.0 -0.2 0.3 0.00
C 15.691087 12.276946 13.829284 -0.3 0.6 -0.7 0.00
Cl 14.274212 13.104314 14.411885 0.5 -0.3 0.4 0.00
C 15.843648 12.280013 12.417493 -1.4 0.2 0.3 -0.01
O 14.811886 12.751122 11.778192 0.1 -0.1 -1.3 0.03
C 17.013288 11.828472 11.808485 -0.6 -0.5 1.4 -0.01
Cl 17.165074 11.970331 10.141722 0.4 0.0 -0.7 0.00
C 17.906006 11.136629 12.619867 0.6 0.0 0.8 0.00
Cl 19.261422 10.395483 11.857490 0.2 -0.1 0.1 0.00
C 10.835175 14.036893 12.183301 0.2 -0.6 -0.8 0.01
C 11.856249 14.808088 11.382655 -0.7 -0.9 0.9 0.00
C 11.787435 16.202503 11.384846 0.3 1.1 0.0 0.00
C 12.733873 16.877154 10.676407 -0.4 0.3 0.0 0.00
C 13.617081 16.204459 9.821490 0.3 -0.2 0.1 0.00
C 14.453571 16.860403 8.897022 0.3 -0.7 0.0 0.01
C 15.261303 16.089968 8.106200 0.7 1.2 -0.9 0.00
C 15.243436 14.707300 8.151901 -0.3 -0.2 -0.2 0.01
C 14.376874 14.046486 8.973749 0.6 -0.8 0.0 0.00
S 14.265096 12.308921 8.744176 -0.5 0.1 0.2 -0.19
C 13.608404 14.801176 9.894445 -0.4 -0.3 -0.4 -0.02
N 12.758180 14.129598 10.715941 -0.2 0.4 0.0 0.03
H 11.330302 13.157411 12.648966 -0.6 0.6 -0.1 0.00
H 10.124618 13.662855 11.411896 0.2 0.0 0.7 0.00
H 10.295762 14.673259 12.896201 0.3 -0.3 -0.1 0.00
H 11.027766 16.750004 11.959163 0.4 -0.5 -0.2 0.00
H 12.799307 17.946230 10.714662 -0.1 0.5 0.0 0.00
H 14.417458 17.922438 8.802318 0.1 0.6 0.0 0.00
H 15.932932 16.526093 7.343872 -0.5 0.1 0.6 0.00
H 15.808177 14.146648 7.428878 0.3 -0.1 0.0 0.00
S 9.683840 10.952403 7.932948 0.4 0.1 0.5 0.02
C 10.806697 11.297183 9.057743 1.3 0.6 1.6 0.02
N 11.592826 11.581301 9.919647 -1.4 -1.0 -1.7 -0.03
C 9.925775 6.233428 14.521738 -0.1 -1.2 -0.4 0.00
C 9.383861 7.129364 13.449216 0.4 0.3 -0.1 0.00
C 8.036460 7.177599 13.106296 0.9 -1.5 1.3 0.00
C 7.563542 8.218659 12.385623 -1.3 0.6 -1.4 0.00
Cl 5.829017 8.427175 12.146208 0.1 -0.3 0.0 0.00
C 8.379555 9.162663 11.796740 0.3 0.2 1.2 0.00
C 9.732327 9.118014 12.126021 0.4 -0.3 -0.4 0.00
C 10.248179 8.070079 12.895164 0.3 0.6 1.1 0.00
O 11.556045 7.979436 13.391261 -0.5 0.3 -1.0 0.00
C 12.202904 9.193338 13.785769 -2.1 0.3 1.6 0.00
C 12.773396 10.015977 12.651332 1.9 0.5 -1.2 0.00
O 12.515675 11.298826 12.564050 0.0 -1.8 0.1 -0.03
O 13.578362 9.438904 11.880600 -1.2 1.1 0.5 0.02
H 9.265776 5.370257 14.688044 0.1 0.2 0.0 0.00
H 10.050916 6.741027 15.472765 -0.1 0.3 0.1 0.00
H 10.910611 5.848005 14.245679 -0.1 0.0 0.0 0.00
H 7.461498 6.348438 13.513721 -0.5 0.5 -0.1 0.00
H 7.912207 10.004169 11.298540 0.4 -0.1 -0.2 0.00
H 10.373115 9.912671 11.788721 0.2 0.2 -0.2 0.01
H 12.996083 8.841988 14.491397 -0.5 0.6 -0.7 0.00
H 11.388274 9.784202 14.350135 1.5 -0.5 -0.6 0.00
```
Forces are in eV/Å.

***

| no. | electronic energy (eV) |
| --- | --- |
| 1 | -57402.3037 |
| 2 | -9618.6161 |
| 3 | -14063.9894 |
| 4 | -166522.4538 |